Entry 1:
ORCA calculation (ωB97M-V with the def2-TZVPD basis set) on a 10-piece molecular cluster, C32H32F10O31S overall in a non-equilibrium geometry.

## Properties
HOMO-LUMO gap   0.2736 hartree
LUMO   -0.0751 Ha
HOMO level   -9.488 eV

Geometry (Å):
C -1.685 1.711 -4.308
C -1.610 1.085 -3.140
C -1.570 0.503 -1.629
C -0.842 1.648 -0.722
O 0.350 2.049 -1.470
C 1.426 2.366 -0.618
O 1.442 3.241 0.273
S 3.019 1.383 -0.912
O 3.376 1.597 -2.374
O 4.124 1.850 0.019
F 2.713 -0.282 -0.739
H -1.576 2.526 -5.111
H -0.913 -0.442 -1.621
H -2.617 0.315 -1.204
H -1.559 2.558 -0.699
H -0.640 1.222 0.318
O -1.720 -2.450 -0.545
C -1.437 -3.231 -1.412
O -1.422 -4.583 -1.247
C -1.169 -5.145 -2.528
C -0.486 -4.023 -3.239
F -0.765 -4.046 -4.563
O -1.083 -2.872 -2.675
H -2.117 -5.426 -2.994
H -0.540 -6.033 -2.451
H 0.594 -3.987 -3.089
O -0.932 -1.575 6.111
C -0.737 -1.366 4.948
O -0.385 -2.324 4.046
C -0.381 -1.700 2.770
C -0.182 -0.260 3.119
F -0.806 0.550 2.225
O -0.832 -0.135 4.366
H -1.338 -1.885 2.272
H 0.422 -2.091 2.143
H 0.867 0.037 3.220
O 2.867 -2.060 2.447
C 3.858 -1.391 2.548
O 4.786 -1.245 1.561
C 5.720 -0.279 2.023
C 5.561 -0.361 3.506
F 5.785 0.841 4.087
O 4.195 -0.689 3.666
H 5.452 0.703 1.623
H 6.733 -0.525 1.698
H 6.182 -1.124 3.984
O -3.277 4.939 7.459
C -2.995 4.159 6.596
O -2.981 2.806 6.762
C -2.731 2.243 5.482
C -2.047 3.362 4.767
F -2.327 3.336 3.440
O -2.640 4.515 5.328
H -3.681 1.962 5.018
H -2.104 1.355 5.561
H -0.964 3.396 4.916
O -2.384 4.057 -2.366
C -1.961 4.963 -1.705
O -0.762 5.574 -1.923
C -0.693 6.669 -1.022
C -1.642 6.255 0.057
F -2.247 7.333 0.613
O -2.616 5.504 -0.638
H -1.010 7.582 -1.535
H 0.323 6.809 -0.651
H -1.192 5.638 0.840
O -6.781 9.046 -1.837
C -6.375 8.896 -0.721
O -5.920 7.710 -0.225
C -5.411 7.981 1.073
C -6.142 9.229 1.450
F -5.383 10.014 2.251
O -6.316 9.888 0.212
H -4.330 8.127 1.015
H -5.617 7.156 1.756
H -7.117 9.057 1.915
O 2.438 -4.715 -4.294
C 2.907 -3.610 -4.325
O 2.286 -2.502 -3.830
C 3.215 -1.433 -3.936
C 4.120 -1.904 -5.028
F 5.381 -1.449 -4.843
O 4.120 -3.309 -4.864
H 3.734 -1.306 -2.982
H 2.711 -0.498 -4.187
H 3.779 -1.652 -6.036
O -4.035 -5.988 -1.611
C -4.174 -6.239 -0.448
O -4.037 -7.486 0.087
C -4.146 -7.337 1.495
C -4.915 -6.062 1.623
F -4.559 -5.391 2.744
O -4.494 -5.316 0.500
H -3.145 -7.272 1.932
H -4.669 -8.186 1.940
H -6.002 -6.187 1.595
O 8.250 -7.345 -1.767
C 7.606 -6.594 -2.442
O 6.908 -6.971 -3.552
C 6.181 -5.829 -3.982
C 6.975 -4.705 -3.396
F 6.176 -3.659 -3.079
O 7.486 -5.258 -2.200
H 5.162 -5.877 -3.587
H 6.133 -5.781 -5.071
H 7.802 -4.363 -4.025

Forces on the atoms, in the same order (eV/Å):
C 1.0 -2.6 7.0
C -0.8 3.3 -5.3
C 1.1 1.2 -1.4
C -2.8 -0.5 -0.4
O 3.6 -0.1 2.5
C -3.3 2.9 2.4
O 0.3 -4.0 -3.9
S 5.8 1.2 -3.0
O -1.9 -1.2 4.6
O -4.4 -2.2 -2.1
F 0.1 3.0 0.1
H -0.4 -2.0 1.6
H -1.3 1.5 0.0
H 1.6 0.2 -0.8
H 1.3 -1.6 0.2
H 0.0 0.8 -1.7
O 0.2 -0.7 -0.6
C -0.5 0.5 0.9
O 0.1 1.0 0.0
C -0.1 -1.1 -0.2
C 0.2 0.0 -0.7
F 0.1 0.1 -0.1
O 0.0 -0.2 0.9
H 0.1 0.2 0.0
H 0.0 0.2 0.2
H -0.2 0.0 -0.2
O 0.1 0.4 -1.2
C -0.3 -1.1 1.6
O -0.2 0.8 0.6
C 0.2 -0.8 -0.9
C -0.1 0.2 -0.2
F 0.0 0.3 0.1
O 0.5 -0.4 -0.1
H 0.0 0.3 0.0
H 0.0 -0.1 0.3
H -0.1 0.1 -0.1
O 0.8 0.8 0.1
C -1.1 -0.7 -0.5
O -0.6 -0.2 0.7
C 0.8 0.3 -0.7
C 0.1 0.6 0.5
F 0.1 0.0 0.2
O 0.1 -0.6 -0.5
H 0.0 0.0 0.3
H -0.2 -0.2 -0.1
H 0.0 0.2 0.1
O 0.2 -0.8 -0.9
C -0.7 0.9 1.5
O 0.1 0.8 -0.2
C 0.0 -1.2 0.1
C -0.2 0.2 -0.5
F 0.2 0.1 -0.2
O 0.3 -0.4 0.4
H 0.1 0.2 -0.2
H -0.1 0.2 0.2
H 0.0 0.0 -0.2
O 0.4 1.1 0.7
C -0.6 -1.1 -1.3
O -0.6 -0.3 0.3
C 0.9 0.5 -0.2
C -0.4 0.3 0.3
F 0.0 0.0 0.2
O 0.7 -0.2 -0.1
H -0.2 0.0 0.2
H -0.1 -0.2 -0.2
H -0.1 0.1 0.1
O 0.5 -0.1 1.1
C -0.4 0.0 -1.8
O -0.3 0.6 -0.2
C 0.4 -0.9 0.4
C 0.3 0.6 0.3
F -0.1 0.1 0.2
O -0.2 -0.7 0.0
H -0.2 0.2 0.1
H -0.1 0.0 -0.2
H 0.1 0.2 0.1
O 0.6 1.0 0.1
C -0.6 -1.2 0.2
O 0.4 -0.8 -0.4
C -0.4 1.0 0.4
C 0.8 0.2 0.0
F 0.1 0.0 -0.2
O -0.9 0.1 -0.1
H 0.2 -0.1 -0.2
H -0.1 -0.2 0.1
H 0.2 0.0 0.0
O -0.1 -0.3 1.1
C 0.4 0.2 -1.6
O -0.2 0.7 -0.3
C 0.2 -0.9 0.5
C 0.1 0.6 0.5
F -0.2 0.1 0.1
O -0.2 -0.7 -0.3
H -0.1 0.2 0.0
H 0.0 0.0 -0.2
H 0.1 0.1 0.1
O -0.7 0.8 -0.7
C 0.8 -1.4 0.9
O 0.4 0.3 0.5
C -0.6 -0.3 -0.8
C -0.3 0.6 0.3
F 0.2 0.2 0.1
O 0.1 -0.4 -0.6
H 0.1 0.2 0.1
H 0.1 -0.2 0.1
H -0.1 0.2 0.1

=====

Entry 2:
ORCA calculation (ωB97M-V with the def2-TZVPD basis set) on one molecule with the formula C5H6O.

## Properties
HOMO-LUMO gap   0.4077 hartree
Energy above the lowest of the compared OMol25 structures with the same formula, charge and spin   302.1 kJ/mol
LUMO   0.0407 Ha
HOMO level   -9.986 eV

Geometry (Å):
C -1.101 1.810 -0.186
C -0.458 1.310 0.704
C 0.324 0.263 1.316
O 1.603 0.025 0.750
C 0.575 -0.874 0.376
C 0.052 -0.806 -1.037
H -1.595 2.306 -0.984
H 0.242 0.085 2.388
H 0.643 -1.856 0.841
H -0.816 -0.121 -1.042
H -0.257 -1.782 -1.414
H 0.789 -0.362 -1.713

Forces on the atoms, in the same order (eV/Å):
C 0.3 0.5 0.7
C -0.3 0.1 -0.5
C -0.2 -0.2 0.1
O 0.3 0.1 0.0
C -0.3 -0.1 0.1
C -0.2 0.1 0.0
H -0.1 0.2 0.1
H 0.0 0.1 -0.2
H 0.1 0.1 -0.1
H 0.3 -0.6 -0.2
H 0.1 0.0 0.1
H 0.0 -0.2 0.1

=====

Entry 3:
ORCA calculation (ωB97M-V with the def2-TZVPD basis set) on a 2-piece molecular cluster, C7H10 overall.

## Properties
HOMO-LUMO gap   0.3772 hartree
Energy above the lowest of the compared OMol25 structures with the same formula, charge and spin   415.1 kJ/mol
LUMO   0.0423 Ha
HOMO level   -9.113 eV

Geometry (Å):
C -0.062 -0.741 2.171
C 0.545 0.049 1.331
C 0.840 0.661 0.229
C 1.783 0.813 -0.888
C 0.806 1.922 -0.525
H -0.872 -1.297 1.693
H 0.131 -0.900 3.223
H 2.828 0.917 -0.620
H 1.600 0.282 -1.822
H -0.010 2.109 -1.222
H 1.168 2.800 -0.002
C -1.803 -1.516 -0.149
C -1.138 -0.716 -0.975
H -1.494 -2.546 0.010
H -2.661 -1.162 0.416
H -0.274 -1.063 -1.534
H -1.442 0.315 -1.137

Forces on the atoms, in the same order (eV/Å):
C 0.0 0.1 -0.1
C -0.1 -0.1 -0.2
C 0.2 0.1 0.4
C 0.2 -0.1 -0.1
C 0.0 0.3 0.0
H 0.1 -0.1 0.4
H 0.2 0.2 -0.1
H 0.0 0.1 -0.1
H 0.0 0.0 0.3
H 0.1 -0.1 0.2
H 0.1 0.0 -0.2
C -0.2 0.0 -0.4
C -0.3 -0.2 -0.1
H -0.1 0.1 -0.1
H 0.0 -0.1 -0.1
H -0.2 0.0 0.1
H 0.0 -0.2 0.0

=====

Entry 4:
ORCA calculation (ωB97M-V with the def2-TZVPD basis set) on C52H68I2N10O2PReSi as an isolated structure.

## Properties
HOMO-LUMO gap (alpha / beta)   0.2609 / 0.2703 hartree
Energy above the lowest of the compared OMol25 structures with the same formula, charge and spin   27.8 kJ/mol
Multiplicity   4
LUMO (alpha / beta)   -0.0865 / -0.1094 Ha
Total charge   +1
Expectation value of S²   3.7660
HOMO level (alpha / beta)   -9.452 / -10.332 eV

Geometry (Å):
Re -0.657 -0.543 -0.712
I -6.099 -4.467 -4.530
C -4.839 -3.124 -3.555
C -4.686 -1.834 -4.045
C -3.854 -0.947 -3.386
I -3.461 0.911 -4.243
C -3.190 -1.301 -2.206
O -2.508 -0.399 -1.518
C -3.277 -2.638 -1.792
C -2.334 -3.107 -0.726
N -0.950 -2.702 -1.106
C -0.561 -3.110 -2.477
C -0.283 -1.922 -3.358
C -0.151 -2.041 -4.732
C 0.262 -0.944 -5.467
C 0.559 0.239 -4.808
C 0.365 0.301 -3.447
N -0.074 -0.750 -2.744
C -4.105 -3.533 -2.454
H -5.199 -1.525 -4.944
H -2.388 -4.196 -0.630
H -2.542 -2.662 0.252
H -0.289 -3.112 -0.447
H -1.340 -3.732 -2.924
H 0.352 -3.711 -2.415
H -0.355 -2.990 -5.206
H 0.373 -1.018 -6.539
H 0.921 1.108 -5.338
H 0.555 1.203 -2.885
H -4.163 -4.558 -2.112
N -1.013 1.032 0.242
P -1.368 2.443 0.864
N -2.569 3.281 0.077
C -3.018 4.532 0.714
C -3.578 5.507 -0.314
C -4.705 4.848 -1.096
C -4.182 3.574 -1.745
C -3.620 2.620 -0.699
N -0.119 3.538 0.911
C 0.126 4.479 -0.186
C 1.072 3.903 -1.226
C 2.386 3.503 -0.570
C 2.130 2.547 0.588
C 1.124 3.132 1.569
N -1.841 2.241 2.464
C -3.230 1.751 2.575
C -3.569 1.250 3.973
C -3.226 2.293 5.054
C -2.577 3.533 4.450
C -1.415 3.154 3.546
H -2.184 4.977 1.255
H -3.807 4.316 1.447
H -2.785 5.808 -1.004
H -3.924 6.405 0.199
H -5.109 5.529 -1.845
H -5.523 4.600 -0.411
H -3.385 3.830 -2.447
H -4.965 3.068 -2.310
H -3.200 1.728 -1.160
H -4.435 2.311 -0.028
H 0.567 5.381 0.256
H -0.820 4.754 -0.638
H 1.240 4.633 -2.020
H 0.575 3.037 -1.671
H 2.867 4.409 -0.185
H 3.077 3.063 -1.293
H 3.058 2.342 1.124
H 1.740 1.591 0.211
H 1.546 4.027 2.042
H 0.898 2.424 2.367
H -3.372 0.956 1.839
H -3.935 2.545 2.307
H -3.055 0.312 4.175
H -4.637 1.022 3.986
H -2.533 1.856 5.777
H -4.117 2.577 5.614
H -2.199 4.183 5.240
H -3.310 4.118 3.889
H -0.645 2.662 4.152
H -0.962 4.048 3.117
C -1.253 -1.294 2.890
N -0.924 -1.396 4.309
C 0.052 -0.348 4.629
N 1.261 -0.460 3.822
C 0.884 -0.371 2.418
N -0.073 -1.430 2.026
C 0.554 -2.725 2.325
N 0.924 -2.859 3.726
C -0.283 -2.692 4.538
C 1.856 -1.775 4.053
H -1.696 -0.323 2.687
H -1.971 -2.083 2.641
H 0.317 -0.424 5.686
H -0.402 0.627 4.443
H 1.770 -0.466 1.800
H 0.404 0.589 2.227
H 1.455 -2.821 1.718
H -0.153 -3.525 2.072
H -0.014 -2.775 5.592
H -0.991 -3.488 4.294
H 2.752 -1.874 3.435
H 2.139 -1.861 5.104
O 1.285 -1.041 -0.444
Si 2.700 -1.703 -0.885
C 3.269 -0.880 -2.488
C 3.858 0.388 -2.464
C 4.298 1.008 -3.624
C 4.170 0.364 -4.846
C 3.592 -0.894 -4.897
C 3.146 -1.501 -3.732
C 3.962 -1.449 0.488
C 4.180 -0.178 1.027
C 5.077 0.032 2.059
C 5.787 -1.039 2.585
C 5.586 -2.309 2.073
C 4.684 -2.509 1.036
C 2.735 -3.569 -1.216
C 3.834 -4.043 -1.943
C 4.031 -5.395 -2.174
C 3.130 -6.325 -1.678
C 2.046 -5.890 -0.935
C 1.865 -4.533 -0.706
H 3.986 0.905 -1.523
H 4.758 1.985 -3.572
H 4.536 0.832 -5.749
H 3.495 -1.408 -5.844
H 2.710 -2.491 -3.800
H 3.613 0.658 0.650
H 5.222 1.027 2.460
H 6.491 -0.882 3.391
H 6.129 -3.150 2.484
H 4.539 -3.513 0.661
H 4.558 -3.341 -2.335
H 4.891 -5.723 -2.741
H 3.284 -7.380 -1.853
H 1.351 -6.605 -0.516
H 1.042 -4.249 -0.065

Forces on the atoms, in the same order (eV/Å):
Re 0.3 -0.1 -0.4
I 0.0 0.0 0.0
C 0.0 0.0 0.0
C 0.0 -0.1 0.0
C 0.0 0.1 -0.1
I 0.0 0.0 0.0
C -0.1 0.0 0.0
O 0.0 0.2 0.4
C 0.0 -0.1 0.0
C -0.1 -0.1 0.0
N 0.3 0.1 0.2
C -0.1 -0.1 -0.1
C 0.0 -0.1 0.0
C 0.0 0.0 0.0
C 0.0 0.0 0.1
C -0.1 0.0 0.0
C -0.1 0.1 -0.1
N -0.2 -0.1 0.0
C 0.0 0.1 0.0
H 0.0 0.0 0.0
H 0.0 0.1 0.0
H 0.0 0.0 0.0
H -0.1 0.0 -0.1
H 0.1 0.0 0.0
H -0.1 0.1 0.0
H 0.0 0.0 0.0
H 0.0 0.0 0.0
H 0.0 0.0 0.0
H 0.0 0.1 0.0
H 0.0 -0.1 0.0
N 0.1 0.2 -0.1
P 0.1 0.1 0.1
N 0.1 0.0 0.1
C 0.0 0.0 0.0
C 0.0 0.0 0.0
C 0.0 0.0 0.0
C 0.0 -0.1 0.0
C 0.0 -0.1 -0.1
N -0.2 -0.2 -0.1
C -0.1 0.1 0.1
C 0.0 0.0 0.0
C 0.0 0.0 0.0
C -0.1 0.0 0.0
C 0.0 0.1 0.1
N 0.0 0.1 -0.1
C -0.1 -0.1 0.0
C 0.0 0.0 0.0
C 0.0 0.0 0.0
C 0.1 0.0 0.0
C 0.0 0.0 0.0
H 0.0 0.0 0.0
H 0.0 0.0 0.0
H 0.0 0.0 0.0
H 0.0 0.0 0.0
H 0.0 0.0 0.0
H 0.0 0.0 0.0
H 0.0 0.0 -0.1
H 0.0 0.0 0.0
H -0.1 0.0 0.0
H 0.0 0.0 0.0
H 0.0 0.0 0.0
H 0.0 0.0 0.0
H 0.0 0.0 0.0
H 0.1 -0.1 -0.1
H 0.0 0.0 0.0
H 0.0 0.0 0.0
H 0.0 0.1 0.1
H 0.0 0.1 0.0
H 0.0 0.0 0.0
H 0.1 0.1 0.0
H 0.0 -0.1 0.0
H 0.0 -0.1 0.0
H 0.1 0.0 0.0
H 0.0 0.0 0.0
H 0.0 0.0 0.0
H 0.0 0.0 0.0
H 0.0 0.0 0.0
H 0.0 0.0 0.0
H 0.0 0.1 0.0
H 0.0 0.0 0.0
C -0.1 0.0 0.0
N 0.0 0.0 0.0
C -0.1 0.1 0.1
N 0.0 0.0 0.0
C 0.0 0.1 0.0
N -0.3 0.0 -0.1
C 0.1 -0.1 -0.1
N 0.0 0.0 0.0
C 0.0 0.0 0.1
C 0.1 0.0 0.1
H 0.0 0.1 0.0
H 0.0 0.0 0.0
H 0.0 0.0 0.0
H 0.0 0.0 0.0
H 0.0 0.0 0.0
H 0.0 -0.2 0.0
H 0.0 0.0 -0.1
H 0.0 0.0 0.0
H 0.0 0.0 0.0
H 0.0 0.0 0.0
H 0.0 0.0 0.0
H 0.0 0.0 0.0
O -0.3 0.1 0.3
Si 0.2 0.2 0.0
C 0.1 -0.1 0.1
C -0.1 0.0 0.0
C 0.0 0.0 0.0
C 0.0 0.0 0.0
C 0.0 0.0 0.0
C 0.0 -0.1 0.0
C -0.1 -0.1 0.0
C 0.0 0.0 0.0
C 0.0 0.0 0.0
C 0.0 0.0 0.0
C 0.0 0.0 0.0
C 0.0 0.0 0.0
C 0.0 0.1 0.0
C -0.1 0.0 0.0
C 0.0 0.0 0.0
C 0.0 0.0 0.0
C 0.0 0.0 0.1
C 0.1 0.0 0.1
H 0.0 0.0 0.1
H 0.0 0.0 0.0
H 0.0 0.0 0.0
H 0.0 0.0 -0.1
H 0.0 0.0 0.0
H 0.1 -0.1 0.0
H 0.0 0.0 0.0
H 0.0 0.0 0.0
H 0.0 0.0 0.0
H 0.0 -0.1 0.0
H 0.1 0.0 0.0
H 0.0 0.0 0.0
H 0.0 -0.1 0.0
H 0.0 0.0 0.0
H 0.0 0.1 0.1

=====

Computed energy, in the same sequence as the records: -135180.12227 -7326.15317 -7416.73230 -109521.45878 eV.